This record from the Open Molecules 2025 dataset describes a structure of composition C37H38CrF5Ge2N4O2S3Se. The level of theory is ωB97M-V with the def2-TZVPD basis set.

Geometry as ORCA input:
```
! RIJCOSX wB97M-V def2-TZVPD def2/J DEFGRID3
* xyz 2 4
Cr -0.937 0.678 0.252
O 0.904 4.554 3.245
C 0.804 3.517 4.096
C 0.882 3.798 5.459
C 0.831 2.776 6.382
C 0.695 1.445 5.980
C 0.563 1.162 4.641
C 0.602 2.188 3.684
C 0.371 1.849 2.287
O -0.304 0.769 2.020
N 0.818 2.631 1.329
N 0.508 2.124 0.079
C 1.011 2.763 -0.932
S 1.925 4.218 -0.510
C 2.022 5.029 -2.124
C 3.199 4.622 -3.033
S 0.173 3.307 -4.365
H 0.948 4.216 2.333
H 0.999 4.829 5.764
H 0.902 3.014 7.435
H 0.696 0.650 6.711
H 0.448 0.141 4.299
H 2.078 6.090 -1.888
H 1.066 4.873 -2.616
H 3.967 5.393 -2.996
H 2.849 4.571 -4.065
S -2.799 2.264 1.008
C -3.557 0.772 0.939
N -4.853 0.539 1.289
C -5.452 -0.654 1.081
C -4.742 -1.684 0.535
C -3.386 -1.450 0.277
N -2.829 -0.275 0.492
H -5.377 1.316 1.673
H -6.490 -0.731 1.372
H -5.200 -2.640 0.338
H -2.729 -2.234 -0.082
F -1.719 0.367 -1.975
C -1.003 -0.826 -1.892
C -0.166 -0.884 -0.805
C 0.560 -2.049 -0.681
F 1.406 -2.231 0.335
C 0.439 -3.083 -1.604
F 1.155 -4.192 -1.473
C -0.452 -2.971 -2.666
F -0.592 -3.970 -3.523
C -1.201 -1.811 -2.829
F -2.057 -1.681 -3.838
C -0.166 -4.156 5.399
Ge -0.591 -5.163 3.783
C -1.867 -6.596 4.126
C 1.033 -5.706 2.850
C -1.495 -3.935 2.492
Se -0.882 -2.079 2.560
C -2.193 -1.431 3.837
H 0.526 -4.724 6.022
H -1.058 -3.956 5.992
H 0.313 -3.213 5.136
H -1.473 -7.309 4.850
H -2.098 -7.138 3.209
H -2.789 -6.178 4.530
H 1.682 -6.301 3.492
H 1.582 -4.816 2.541
H 0.794 -6.298 1.966
H -2.580 -3.951 2.620
H -1.266 -4.291 1.485
H -2.031 -1.892 4.808
H -3.200 -1.665 3.491
H -2.062 -0.353 3.922
Ge 1.115 1.631 -2.664
C 3.116 2.048 -2.947
C 3.839 0.903 -3.194
C 5.239 0.916 -3.239
C 5.979 2.087 -3.049
C 5.304 3.248 -2.801
C 3.858 3.280 -2.662
C -0.445 2.075 -5.499
C 0.479 1.214 -6.073
C 0.042 0.278 -6.998
C -1.301 0.211 -7.338
C -2.214 1.074 -6.749
C -1.791 2.018 -5.826
H -0.970 3.525 -3.695
H 3.326 -0.037 -3.369
H 5.767 -0.011 -3.430
H 7.057 2.070 -3.114
H 5.850 4.175 -2.668
H 3.719 3.268 -1.525
H 1.530 1.276 -5.813
H 0.752 -0.401 -7.450
H -1.636 -0.508 -8.073
H -3.262 1.016 -7.008
H -2.503 2.695 -5.371
*
```

The expectation value of S² is 3.80. For the total energy, the calculation gives -11095.2637 a.u. For the energy above the lowest of the compared OMol25 structures with the same formula, charge and spin, the calculation gives 3.0642 eV.

Results of the Mulliken charge analysis, in e, for atoms 1 through 4:
1. Cr 0.134
2. O -0.649
3. C 0.421
4. C -0.682